# C29H58N3O9P2S2

A cluster of 3 separate species, C29H58N3O9P2S2 in total (wB97M-V/def2-TZVPD, OMol25).

Bonds (Å) are listed after each position.
Cartesian coordinates (Å):
1 C -2.947 5.762 -1.354  C2 1.198, H24 1.067
2 C -2.112 5.820 -2.210  C1 1.198, C3 1.464
3 C -1.281 5.657 -3.405  C2 1.464, N4 1.500, H25 1.090, H26 1.093
4 N -1.722 4.524 -4.282  C3 1.500, C5 1.502, C10 1.503, O21 1.399
5 C -0.878 4.603 -5.522  N4 1.502, C6 1.530, H27 1.091, H28 1.091
6 C -0.992 3.408 -6.470  C5 1.530, C7 1.534, H29 1.089, H30 1.096
7 C -2.295 3.313 -7.274  C6 1.534, C8 1.544, H31 1.094, H32 1.093
8 C -2.259 2.052 -8.163  C7 1.544, C9 1.530, H33 1.097, H34 1.090
9 C -2.375 0.749 -7.368  C8 1.530, H35 1.094, H36 1.093, H37 1.092
10 C -1.493 3.235 -3.544  N4 1.503, C11 1.517, H38 1.091, H39 1.090
11 C -0.055 2.789 -3.363  C10 1.517, C12 1.549, H40 1.096, H41 1.092
12 C -0.020 1.510 -2.490  C11 1.549, S13 1.822, H42 1.095, H43 1.086
13 S -1.154 0.224 -3.105  C12 1.822, C14 1.802
14 C -2.739 0.578 -2.325  S13 1.802, S15 1.610, N16 1.403
15 S -2.917 0.802 -0.741  C14 1.610
16 N -3.814 0.680 -3.221  C14 1.403, C17 1.386, C20 1.373
17 C -4.293 -0.231 -4.149  N16 1.386, C18 1.356, H44 1.078
18 C -5.323 0.366 -4.799  C17 1.356, N19 1.393, H45 1.077
19 N -5.526 1.643 -4.283  C18 1.393, C20 1.297
20 C -4.630 1.776 -3.355  N16 1.373, N19 1.297, H46 1.081
21 O -3.097 4.497 -4.541  N4 1.399, C22 1.427
22 C -3.664 5.701 -5.055  O21 1.427, C23 1.546, H47 1.092, H48 1.093
23 C -5.142 5.364 -5.360  C22 1.546, H49 1.087, H50 1.090, H51 1.092
24 H -3.720 5.681 -0.622  C1 1.067
25 H -0.246 5.530 -3.089  C3 1.090
26 H -1.296 6.601 -3.957  C3 1.093
27 H 0.169 4.734 -5.248  C5 1.091
28 H -1.126 5.498 -6.096  C5 1.091
29 H -0.816 2.442 -5.999  C6 1.089
30 H -0.186 3.531 -7.203  C6 1.096
31 H -3.160 3.179 -6.617  C7 1.094
32 H -2.462 4.180 -7.919  C7 1.093
33 H -1.296 2.038 -8.688  C8 1.097
34 H -3.045 2.087 -8.917  C8 1.090
35 H -3.336 0.704 -6.848  C9 1.094
36 H -1.594 0.614 -6.614  C9 1.093
37 H -2.311 -0.114 -8.033  C9 1.092
38 H -2.016 2.494 -4.150  C10 1.091
39 H -2.001 3.253 -2.580  C10 1.090
40 H 0.590 3.514 -2.854  C11 1.096
41 H 0.464 2.550 -4.294  C11 1.092
42 H -0.410 1.796 -1.508  C12 1.095
43 H 0.989 1.114 -2.412  C12 1.086
44 H -3.881 -1.218 -4.280  C17 1.078
45 H -5.903 -0.062 -5.601  C18 1.077
46 H -4.586 2.692 -2.782  C20 1.081
47 H -3.217 6.069 -5.981  C22 1.092
48 H -3.683 6.521 -4.333  C22 1.093
49 H -5.472 5.909 -6.241  C23 1.087
50 H -5.744 5.659 -4.501  C23 1.090
51 H -5.270 4.287 -5.479  C23 1.092
52 O 3.321 -1.967 2.509  P53 1.491
53 P 2.563 -0.763 2.956  O52 1.491, O54 1.645, O57 1.643, O60 1.613
54 O 2.359 0.046 1.538  P53 1.645, C55 1.419
55 C 1.967 -0.645 0.363  O54 1.419, C56 1.518, H63 1.091, H64 1.093
56 C 0.471 -0.903 0.339  C55 1.518, H65 1.093, H66 1.092, H67 1.091
57 O 3.800 0.100 3.609  P53 1.643, C58 1.435
58 C 4.818 -0.554 4.379  O57 1.435, C59 1.513, H68 1.090, H69 1.091
59 C 6.120 -0.572 3.609  C58 1.513, H70 1.090, H71 1.091, H72 1.091
60 O 1.470 0.092 3.778  P53 1.613, C61 1.437
61 C 1.369 1.519 3.642  O60 1.437, C62 1.519, H73 1.086, H74 1.090
62 C 0.101 1.896 2.896  C61 1.519, H75 1.089, H76 1.091, H77 1.091
63 H 2.518 -1.580 0.251  C55 1.091
64 H 2.247 -0.009 -0.481  C55 1.093
65 H 0.164 -1.493 1.206  C56 1.093
66 H 0.180 -1.439 -0.566  C56 1.092
67 H -0.084 0.036 0.370  C56 1.091
68 H 4.516 -1.566 4.649  C58 1.090
69 H 4.938 0.014 5.304  C58 1.091
70 H 5.996 -1.068 2.647  C59 1.090
71 H 6.898 -1.090 4.172  C59 1.091
72 H 6.454 0.447 3.406  C59 1.091
73 H 2.250 1.943 3.168  C61 1.086
74 H 1.329 1.907 4.659  C61 1.090
75 H -0.677 1.147 3.037  C62 1.089
76 H 0.292 1.979 1.825  C62 1.091
77 H -0.272 2.863 3.236  C62 1.091
78 O 4.004 -7.260 6.277  P79 1.484
79 P 2.627 -6.751 6.493  O78 1.484, O80 1.630, O83 1.644, O86 1.608
80 O 2.707 -5.157 6.162  P79 1.630, C81 1.425
81 C 3.464 -4.687 5.049  O80 1.425, C82 1.515, H89 1.091, H90 1.091
82 C 2.705 -4.836 3.746  C81 1.515, H91 1.094, H92 1.088, H93 1.091
83 O 2.549 -6.732 8.135  P79 1.644, C84 1.432
84 C 3.191 -7.758 8.900  O83 1.432, C85 1.514, H94 1.090, H95 1.092
85 C 4.399 -7.193 9.615  C84 1.514, H96 1.090, H97 1.091, H98 1.091
86 O 1.033 -6.902 6.344  P79 1.608, C87 1.437
87 C 0.135 -5.929 6.903  O86 1.437, C88 1.518, H99 1.086, H100 1.090
88 C -0.522 -5.115 5.803  C87 1.518, H101 1.089, H102 1.091, H103 1.091
89 H 4.429 -5.193 4.990  C81 1.091
90 H 3.670 -3.632 5.237  C81 1.091
91 H 2.438 -5.882 3.567  C82 1.094
92 H 3.304 -4.475 2.913  C82 1.088
93 H 1.776 -4.265 3.772  C82 1.091
94 H 3.476 -8.598 8.267  C84 1.090
95 H 2.462 -8.122 9.627  C84 1.092
96 H 5.100 -6.754 8.905  C85 1.090
97 H 4.915 -7.969 10.182  C85 1.091
98 H 4.096 -6.400 10.301  C85 1.091
99 H 0.632 -5.289 7.627  C87 1.086
100 H -0.620 -6.503 7.440  C87 1.090
101 H -0.592 -5.687 4.878  C88 1.089
102 H 0.052 -4.212 5.593  C88 1.091
103 H -1.523 -4.801 6.102  C88 1.091

The total charge is +1. The total energy is -94150.7199 eV. Its energy relative to the best compared isomer or geometry (same formula, charge and spin) is 0.000 eV.